Record 1
Below is C7H20Be2O11Ti as an isolated structure, with properties calculated with ωB97M-V/def2-TZVPD.

The geometry in XYZ format:
```
41
Properties=species:S:1:pos:R:3
Ti 1.41126 2.45826 -0.99162
Be -0.23550 2.72531 1.87583
Be -2.24188 2.25487 -1.48386
C -0.46962 4.18897 -0.37355
O -1.56711 3.94839 0.29399
O 0.61532 4.18041 0.31101
O -0.50422 3.92313 -1.62491
C -0.35243 0.55850 -0.12279
O 0.69662 0.86137 0.58251
O -1.46274 1.04287 0.40844
O -0.24832 0.94184 -1.38970
C 0.21455 -1.62976 -3.90871
O 0.60620 -2.06491 -2.59995
H 0.28870 -2.41507 -4.65767
H -0.83394 -1.32393 -3.94905
H 0.85880 -0.80677 -4.22242
H 0.33997 -1.30698 -2.06263
C -2.05889 0.60844 3.39256
O -0.95958 1.42134 3.86210
H -2.64385 0.24054 4.23080
H -2.67541 1.22619 2.73612
H -1.73828 -0.20546 2.74067
H -0.91427 1.33739 4.81877
C 1.33055 -1.67083 3.67220
O 1.69617 -2.12074 2.37681
H 2.23485 -1.55017 4.27194
H 0.70198 -0.77489 3.67402
H 0.71450 -2.43903 4.13934
H 2.07109 -1.38047 1.89387
C 2.98710 0.19160 -2.80930
O 2.08840 1.28927 -3.06930
H 2.88887 -0.18488 -1.78496
H 3.05948 -0.64515 -3.49992
H 4.00685 0.58883 -2.79858
H 1.23344 0.87763 -2.81625
C -2.05957 -2.38913 0.13163
O -1.89298 -2.03389 -1.24457
H -1.16652 -1.99915 0.64701
H -2.91858 -1.95540 0.63160
H -2.00083 -3.47079 0.26372
H -1.10018 -2.49772 -1.54515
```

Calculated values
<S²>: 3.76
total energy: -1984.88536 Ha
multiplicity: 4
relative energy (zero: lowest compared OMol25 entry of this formula, charge and spin): 0.00 kcal/mol
frontier orbital gap (alpha / beta): 4.592 / 6.242 eV
largest force on an atom: 9.11 eV/A
charge: +1

These are the Löwdin partial charges, in e, on atoms 1 to 6:
1 Ti 1.25
2 Be 1.08
3 Be 0.87
4 C -0.88
5 O -0.08
6 O -0.12

***

Record 2
Below is C7H20Cl2CrN4O4S as an isolated structure, with properties calculated with ωB97M-V/def2-TZVPD.

The geometry in XYZ format:
```
39
Properties=species:S:1:pos:R:3
Cr 0.16944 -0.18650 0.43262
N -0.00557 -0.55809 -1.60630
C -1.36789 -0.82796 -2.08414
C -2.23021 0.24918 -1.46770
N -1.95719 0.36011 -0.00474
C -2.82970 -0.56104 0.78578
C -2.14013 -1.87272 1.09169
N -0.82588 -1.53609 1.65424
C -2.21379 1.76287 0.43633
C -1.37742 2.06114 1.65892
N -0.00096 1.69895 1.29359
H 0.41285 0.23130 -2.09681
H 0.63059 -1.34408 -1.72662
H -1.65720 -1.82751 -1.76539
H -1.44151 -0.79789 -3.17238
H -3.29455 0.09115 -1.65497
H -1.95318 1.19957 -1.92419
H -3.77874 -0.71628 0.26832
H -3.05940 -0.06901 1.73232
H -1.97813 -2.46941 0.19625
H -2.74841 -2.46703 1.77595
H -0.18962 -2.33142 1.66113
H -0.89892 -1.21953 2.61740
H -3.28016 1.92638 0.61028
H -1.90249 2.43190 -0.36614
H -1.67563 1.45242 2.51375
H -1.47674 3.10772 1.95044
H 0.62867 1.64201 2.09129
H 0.40195 2.38567 0.65711
O 3.74865 -1.15761 0.97824
S 2.40661 -0.79559 0.74954
O 1.56563 -0.38140 1.95261
O 2.12412 0.36659 -0.17357
O 1.47127 -1.85218 0.18162
Cl -1.35543 3.90197 -2.75688
C 0.40976 4.02119 -2.80951
Cl 1.19015 2.75042 -1.84396
H 0.70288 4.98074 -2.40246
H 0.73202 3.90636 -3.83681
```

Calculated values
<S²>: 0.77
total energy: -3161.59220 Ha
multiplicity: 2
relative energy (zero: lowest compared OMol25 entry of this formula, charge and spin): 0.00 kcal/mol
frontier orbital gap (alpha / beta): 9.743 / 9.232 eV
largest force on an atom: 0.09 eV/A
charge: +1

These are the Löwdin partial charges, in e, on atoms 1 to 6:
1 Cr 0.76
2 N -0.02
3 C -0.16
4 C -0.14
5 N -0.20
6 C -0.14

***

Record 3
Below is a 2-piece molecular cluster, C7H20N3 overall, with properties calculated with ωB97M-V/def2-TZVPD.

The geometry in XYZ format:
```
30
Properties=species:S:1:pos:R:3
C -0.00716 -0.30870 2.66074
C -2.17826 -1.63264 -1.73771
C -1.09509 -1.14554 1.98799
C -2.18472 -1.81000 -0.21948
C -1.10352 -0.98068 0.46987
H 0.98589 -0.60639 2.28415
H -0.16144 0.76071 2.43898
H -0.02451 -0.44717 3.75487
H -2.35028 -0.57405 -1.99541
H -1.20295 -1.94116 -2.15024
H -2.96800 -2.24211 -2.20833
H -0.94029 -2.21444 2.23074
H -2.08524 -0.85016 2.38524
H -2.02801 -2.87773 0.02714
H -3.17296 -1.51345 0.18165
H -1.25928 0.08763 0.22519
H -0.11433 -1.27665 0.07068
C 1.38151 1.31461 -1.37622
N 2.25212 2.11561 -1.99415
N 1.41536 1.19716 -0.05356
N 0.47967 0.63470 -2.09387
C 2.36397 1.90109 0.80347
H 2.94283 2.63677 -1.44840
H 2.22911 2.20861 -3.01265
H 0.73373 0.57476 0.38749
H -0.18919 0.01981 -1.62369
H 0.45891 0.72957 -3.11225
H 2.16279 1.61628 1.84989
H 2.25490 2.99463 0.70928
H 3.40444 1.62893 0.55860
```

Calculated values
total energy: -442.78595 Ha
relative energy (zero: lowest compared OMol25 entry of this formula, charge and spin): 2.23 kcal/mol
frontier orbital gap: 11.730 eV
largest force on an atom: 0.86 eV/A
charge: +1

These are the Löwdin partial charges, in e, on atoms 1 to 6:
1 C -0.12
2 C -0.12
3 C -0.26
4 C -0.26
5 C -0.29
6 H 0.07

***

Record 4
Below is an isolated ion of composition C7H20N4OP and charge +1, with properties calculated with ωB97M-V/def2-TZVPD.

The geometry in XYZ format:
```
33
Properties=species:S:1:pos:R:3
C -2.15748 2.01953 0.84906
C -2.20224 0.59659 0.25797
C -2.40748 -0.35225 1.44539
C -0.89224 0.39144 -0.52541
C -1.07743 1.03592 -1.92016
C -0.59177 -1.08166 -0.76472
O 0.62052 -1.34783 -1.48482
N 1.78182 -0.95782 -0.80522
P 2.56082 0.56257 -1.16573
N 4.07832 0.39742 -0.84689
C 1.96666 -1.45125 0.44394
N 1.89082 -2.77901 0.59844
N 2.27223 -0.67021 1.53493
H -2.15217 2.79162 0.08775
H -2.93995 2.16955 1.58379
H -1.21657 2.11400 1.39391
H -3.08112 0.57149 -0.38331
H -2.35154 -1.40289 1.18134
H -3.41004 -0.18532 1.82755
H -1.72083 -0.08846 2.24865
H -0.08547 0.90321 -0.00334
H -1.73326 1.89549 -1.87884
H -0.12143 1.28076 -2.37506
H -1.55652 0.32862 -2.59218
H -1.37663 -1.44905 -1.41805
H -0.68871 -1.68310 0.14120
H 2.34117 0.80325 -2.52544
H 2.01075 1.59695 -0.38864
H 4.35009 1.07809 -0.14717
H 1.07551 -3.22063 0.17359
H 2.03139 -3.05283 1.56407
H 1.55504 -0.32189 2.14346
H 3.23811 -0.44232 1.70164
```

Calculated values
total energy: -913.96510 Ha
SMILES: CC(C)[C@H](C)CON([PH2]=N)C(N)=[NH2+]
frontier orbital gap: 7.813 eV
largest force on an atom: 2.34 eV/A
charge: +1

These are the Löwdin partial charges, in e, on atoms 1 to 6:
1 C -0.06
2 C -0.39
3 C -0.07
4 C -0.34
5 C -0.03
6 C -0.17

***

Q: charge of number 2 (C7H20Cl2CrN4O4S)?
A: +1

***

Q: Which formula does entry 1 have?
A: C7H20Be2O11Ti

***

Q: charge of number 3 (C7H20N3)?
A: +1